--- 1 ---
This record from the Open Molecules 2025 dataset describes one molecule with the formula C2H3N3. The level of theory is ωB97M-V/def2-TZVPD.

The HOMO energy comes out at -9.211 eV. Its SMILES is [H]/N=N/C=C=N.

Each atom is followed by the atoms it is bonded to, with distances in Å.
Geometry (Å):
1 N -0.4229 0.0520 -1.3481  N2 1.248, H6 1.024
2 N -0.4769 -1.0139 -0.7019  N1 1.248, C3 1.427
3 C 0.0017 -0.9156 0.6390  N2 1.427, C4 1.323, H7 1.079
4 C 0.2011 0.3335 1.0284  C3 1.323, N5 1.215
5 N 0.1275 1.5458 0.9921  C4 1.215, H8 1.019
6 H -0.8213 -0.1375 -2.2721  N1 1.024
7 H 0.1608 -1.8234 1.1998  C3 1.079
8 H 0.9097 2.0055 0.5285  N5 1.019

***

--- 2 ---
This record from the Open Molecules 2025 dataset describes a 2-piece molecular cluster, C2H3N3 overall. The level of theory is ωB97M-V/def2-TZVPD.

The HOMO energy (spin up / spin down) comes out at -9.845 / -9.091 eV.

Each atom is followed by the atoms it is bonded to, with distances in Å.
Geometry (Å):
1 C 2.7826 -0.1161 0.2017  N3 1.117
2 C -1.4475 -0.0419 -0.1104  N5 1.371, H6 1.068, H7 1.053, H8 1.091
3 N 3.5462 -0.8219 -0.2054  C1 1.117
4 N 0.6356 0.9408 0.3999  N5 1.148
5 N -0.0976 0.1951 -0.0735  C2 1.371, N4 1.148
6 H -1.6366 -1.0494 0.1877  C2 1.068
7 H -1.8607 0.2819 -1.0236  C2 1.053
8 H -1.9220 0.6114 0.6236  C2 1.091

***

It turns out 1 is the most stable, with the second structure 0.0801 hartree higher.